1.
Below is C12H26ClN3OTaTl as an isolated structure, with properties calculated with the ωB97M-V functional and the def2-TZVPD basis.

Output
E_LUMO (Eh): -0.294
HOMO (eV): -16.3
Total charge: +2
E (eV): -38136.7240
F_max (eV/Å): 3.0

Structure (XYZ):
```
45
C12H26ClN3OTaTl, DFT the ωB97M-V functional and the def2-TZVPD basis
N -1.46221 1.04375 1.07745
C -2.03300 1.85561 1.78971
O -2.67387 2.59721 2.44039
Tl -2.48055 -2.35485 -0.32661
Ta -0.21497 0.00670 -0.05242
N -0.70177 0.05608 -1.95580
N 0.02101 -1.82517 0.59469
C -1.12779 1.33724 -2.60491
C -0.09924 -2.75616 1.75077
C -2.65547 1.35561 -2.62594
C -0.56995 1.38812 -4.03034
C -0.61595 2.54630 -1.83145
C -0.45185 -4.18181 1.30878
C 1.26287 -2.85103 2.44875
C -1.12814 -2.15359 2.69242
H -3.06552 0.51436 -3.19896
H -3.00382 2.29406 -3.08288
H -3.06431 1.31428 -1.60629
H 0.51121 1.20104 -4.02945
H -0.74361 2.38636 -4.45671
H -1.05862 0.66448 -4.69488
H -0.98477 2.57587 -0.79426
H -1.00159 3.44887 -2.33186
H 0.48153 2.60476 -1.85337
H -1.36927 -4.29919 0.71522
H -0.60171 -4.78531 2.21978
H 0.37519 -4.61857 0.73314
H 1.97812 -3.41398 1.83546
H 1.12707 -3.39573 3.39545
H 1.66524 -1.85767 2.66741
H -0.87047 -1.11633 2.95768
H -1.13652 -2.75434 3.61664
H -2.15407 -2.16821 2.29095
C 1.10104 -2.13123 -0.42197
H 1.32446 -1.22157 -1.05277
H 2.04503 -2.38695 0.07976
H 0.79985 -2.96693 -1.07827
C -0.89394 -1.13878 -2.82356
H -0.11342 -1.17358 -3.59855
H -0.81369 -2.09225 -2.28039
H -1.89122 -1.11716 -3.29610
Cl 1.78237 0.66800 2.05833
C 1.54605 1.12271 0.33784
H 1.37621 2.20503 0.29001
H 2.41376 0.80830 -0.25187
```

2.
Below is C11H14BHgN7O as an isolated structure, with properties calculated with the ωB97M-V functional and the def2-TZVPD basis.

Output
E_LUMO (Eh): -0.019
HOMO (eV): -9.3
Total charge: 0
E (eV): -28964.1335
F_max (eV/Å): 1.8

Structure (XYZ):
```
35
C11H14BHgN7O, DFT the ωB97M-V functional and the def2-TZVPD basis
H -0.05745 2.98069 0.71893
N 0.22546 1.77405 -0.97890
B 0.85342 0.84743 -3.26938
N 0.66034 2.00318 -2.24107
C 0.81824 3.33306 -2.44006
Hg -0.69938 -0.19890 -0.13979
H 1.09686 3.68316 -3.41921
C 0.54429 3.97044 -1.22467
H 0.58712 5.01390 -1.03737
C 0.19480 2.94648 -0.32477
H 1.33250 1.23447 -4.28845
C -2.11434 -2.83930 1.50502
H -2.46277 -3.07716 2.51868
H -1.10490 -3.24240 1.35829
H -2.81234 -3.26634 0.77349
N -0.56397 0.26483 -3.40922
N 1.68589 -0.30072 -2.63984
N -1.28343 -0.21679 -2.33677
N 1.43075 -0.80119 -1.38948
C -1.28852 0.16276 -4.53705
C 2.71885 -0.96218 -3.20409
H -0.87470 0.51985 -5.46144
H 3.01586 -0.70914 -4.21248
C -2.50210 -0.41918 -4.20454
C 3.19611 -1.86135 -2.27289
C -2.46544 -0.64660 -2.82052
C 2.37401 -1.72353 -1.14171
H -3.29740 -0.63912 -4.88503
H 4.03618 -2.51836 -2.40265
H -3.20247 -1.08844 -2.16344
H 2.44402 -2.23754 -0.19646
H -2.05148 -1.74478 1.38434
O 0.05541 0.02739 4.38613
C -0.14299 -0.07321 3.21306
N -0.34642 -0.19536 2.03922
```

3.
Below is C35H47IrO4PSi2 as an isolated structure, with properties calculated with the ωB97M-V functional and the def2-TZVPD basis.

Output
E_LUMO (alpha / beta) (Eh): -0.217 / -0.220
Multiplicity: 2
Relative energy (zero: lowest compared OMol25 entry of this formula, charge and spin) (kJ/mol): 0.0
HOMO (alpha / beta) (eV): -13.2 / -13.6
Total charge: +2
E (eV): -73116.3533
F_max (eV/Å): 0.5

Structure (XYZ):
```
90
C35H47IrO4PSi2, DFT the ωB97M-V functional and the def2-TZVPD basis
Ir -1.05192 -0.57177 1.08282
C 1.43349 0.40042 3.26811
C 0.15184 1.05121 3.76375
O -0.99963 0.74705 2.94941
C -2.16206 0.60346 3.79443
C -3.37643 0.31076 2.95933
O -3.19350 -0.84801 2.14254
C -3.51767 -2.11045 2.72180
C -2.28983 -2.93534 3.16863
O -1.11109 -2.13605 3.12727
C 0.03735 -2.85614 3.57486
C 1.06823 -1.84553 4.00069
O 1.28198 -0.95762 2.91295
H 2.19240 0.53107 4.04772
H 1.81504 0.89211 2.37623
H 0.28086 2.13492 3.80996
H -0.06130 0.70013 4.77498
H -2.31369 1.53154 4.35067
H -1.97256 -0.20835 4.50082
H -3.57505 1.12956 2.27202
H -4.24501 0.18305 3.60872
H -4.06348 -2.66038 1.95773
H -4.19946 -1.95597 3.55886
H -2.16434 -3.81530 2.52904
H -2.43797 -3.28959 4.19260
H 0.41266 -3.50286 2.77625
H -0.22774 -3.48438 4.43038
H 2.00266 -2.35122 4.26124
H 0.71436 -1.31413 4.88710
C 2.29594 0.42334 -5.39210
C 1.25808 1.15915 -4.83115
C 1.15064 1.26246 -3.45626
C 2.08376 0.64088 -2.62506
C 3.13844 -0.08249 -3.20120
C 3.23504 -0.19568 -4.58010
Si 2.02726 0.63009 -0.79400
C 3.69283 0.56005 -0.02678
C 4.77062 1.26016 -0.59015
C 6.04281 1.13120 -0.06411
C 6.26352 0.27978 1.01343
C 5.21540 -0.44605 1.56017
C 3.93521 -0.30601 1.04570
H 2.37700 0.34049 -6.46776
H 0.53798 1.65305 -5.47019
H 0.35199 1.84053 -3.01816
H 3.88908 -0.55509 -2.57799
H 4.04748 -0.75842 -5.01935
H 1.00660 -0.19874 -0.03250
H 4.61598 1.89569 -1.45570
H 6.86667 1.68219 -0.49701
H 7.26134 0.17316 1.41796
H 5.40000 -1.12471 2.38232
H 3.11731 -0.86790 1.47989
C 1.79150 4.27353 -1.30775
C 2.02773 3.33584 -0.32145
C 1.04761 2.37056 -0.01309
C -0.23136 2.39670 -0.63627
C -0.45578 3.41174 -1.56468
C 0.54122 4.31840 -1.91032
Si -1.69597 1.25666 -0.18306
C -2.81162 1.05159 -1.69018
C -2.54123 1.40275 -3.01291
C -3.47350 1.19039 -4.01954
C -4.70539 0.62630 -3.72024
C -5.00687 0.29111 -2.40761
C -4.07055 0.51015 -1.40801
H 2.54848 5.00091 -1.56692
H 2.95491 3.35637 0.23629
H 1.12400 1.85974 0.94466
H -1.42930 3.50573 -2.03012
H 0.33045 5.08617 -2.64426
H -2.55340 2.09011 0.70601
H -1.59405 1.85331 -3.27913
H -3.24097 1.47101 -5.03868
H -5.43413 0.46480 -4.50319
H -5.97531 -0.12564 -2.16282
H -4.32804 0.25574 -0.38252
C -2.81528 -2.84063 -0.74819
P -1.19123 -2.04471 -0.59568
C -0.08133 -3.44284 -0.22242
C -0.75468 -1.67057 -2.31169
H -2.80370 -3.53911 -1.58593
H -3.57573 -2.08248 -0.93135
H -3.06070 -3.39497 0.15636
H -0.10325 -4.16713 -1.03830
H -0.39071 -3.94741 0.69332
H 0.94224 -3.08668 -0.09784
H -0.88126 -2.57084 -2.91434
H 0.28396 -1.34942 -2.38400
H -1.39590 -0.88647 -2.70498
```

4.
Below is a 2-piece molecular cluster, CH2FNO overall, with properties calculated with the ωB97M-V functional and the def2-TZVPD basis.

Output
E_LUMO (Eh): 0.021
Relative energy (zero: lowest compared OMol25 entry of this formula, charge and spin) (kJ/mol): 59.8
HOMO (eV): -11.2
SMILES string: N=C=O.F
Total charge: 0
E (eV): -7324.3392
F_max (eV/Å): 2.9

Structure (XYZ):
```
6
CH2FNO, DFT the ωB97M-V functional and the def2-TZVPD basis
N -0.55810 -1.08340 -0.46640
C -0.97171 0.03171 -0.30613
O -1.25438 1.13542 -0.17546
H -1.03737 -2.03581 -0.52972
F 2.07765 1.21796 0.40670
H 1.74391 0.73412 1.07102
```

5.
Below is C28H25LiN2O7PS2 as an isolated structure, with properties calculated with the ωB97M-V functional and the def2-TZVPD basis.

Output
E_LUMO (Eh): 0.080
HOMO (eV): -5.6
Total charge: -1
E (eV): -77922.7975
F_max (eV/Å): 3.8

Structure (XYZ):
```
66
C28H25LiN2O7PS2, DFT the ωB97M-V functional and the def2-TZVPD basis
Li -0.23478 -1.62851 -0.32848
O -2.82829 -4.24863 -1.96690
S -1.75255 -3.29273 -1.86754
O -1.84557 -2.63893 -0.56779
O -0.33536 -3.61862 -2.26088
C -2.37568 -1.91978 -3.08058
C -3.61953 -2.39314 -3.73570
C -4.45045 -1.40436 -4.26152
C -4.12015 -0.06660 -4.27461
C -2.82202 0.37317 -3.81653
C -1.97833 -0.58088 -3.18282
S -0.36308 0.18202 -2.91549
O 0.19048 -0.45632 -1.72546
O -0.51978 1.61949 -2.65748
O 0.26059 -0.18511 -4.17581
H -3.93771 -3.45982 -3.81350
H -5.41938 -1.69585 -4.71059
H -4.89998 0.66013 -4.51514
H -2.55100 1.40695 -3.86320
O 0.06014 -0.90369 1.52277
P 0.06877 0.37106 2.33436
C 0.71823 0.03548 3.96208
C 1.50948 -1.09848 4.12182
C 1.95842 -1.38034 5.41638
C 1.63720 -0.63770 6.52890
C 0.84318 0.52056 6.35890
C 0.53971 0.87425 5.06429
C -1.58795 1.08705 2.54620
C -2.08675 1.91672 1.50521
C -3.38450 2.32146 1.48033
C -4.18978 2.00867 2.58177
C -3.69070 1.40934 3.71014
C -2.40071 0.86120 3.64936
C 1.14760 1.66442 1.69614
C 1.62832 2.70380 2.44356
C 2.26009 3.78745 1.81936
C 2.40277 3.90331 0.43427
C 1.79030 2.90297 -0.33220
C 1.23431 1.78712 0.31045
H 1.79330 -1.65466 3.24350
H 2.60340 -2.24600 5.53185
H 2.12218 -0.81298 7.48558
H 0.57181 1.23156 7.15289
H 0.17568 1.89451 4.86218
H -1.39088 2.31182 0.73265
H -3.73851 2.88388 0.63968
H -5.25011 2.18621 2.63398
H -4.30543 1.17066 4.56648
H -1.99681 0.31341 4.49799
H 1.45214 2.79675 3.54559
H 2.68867 4.50640 2.51187
H 2.89498 4.72844 0.02329
H 1.87504 2.92543 -1.47113
H 0.75536 0.98961 -0.36509
C 2.94575 -1.80042 -5.32054
N 3.34504 -1.91730 -3.93982
C 4.57105 -1.57045 -3.42439
C 4.70848 -2.11512 -2.14082
N 3.53109 -2.80340 -1.85429
C 2.72831 -2.54088 -2.87169
H 3.03164 -2.83746 -5.77388
H 3.73109 -1.17004 -5.82312
H 1.92259 -1.49619 -5.45280
H 5.23718 -1.01896 -4.04082
H 5.50185 -1.91673 -1.48792
H 1.63959 -2.82518 -2.89534
```